1.
This record from the OMol25 dataset describes C33H42IrN3O2P2Si2 as an isolated structure in a non-equilibrium geometry. The level of theory is ωB97M-V/def2-TZVPD.

Output
2S+1: 1
Net charge: 0
E_tot, eV: -80643.4805
Energy above the lowest of the compared OMol25 structures with the same formula, charge and spin, kcal/mol: 0.00

Last column: Mulliken charge in e.
Positions of all 85 atoms, in Å:
Ir -0.3630 0.5854 -0.7596  3.47
C -2.2514 2.9060 1.2360  -1.12
Si -0.4390 2.6115 1.6307  0.21
C -0.1803 2.9460 3.4505  -1.22
C 0.6112 3.7871 0.6291  -0.98
N -0.1090 0.9327 1.2935  -0.19
P 1.3012 0.1048 1.3153  1.53
C 1.4279 -0.6102 -0.2180  -1.75
P 0.4121 -1.9297 -0.5599  1.47
N -1.0979 -1.3119 -0.4061  -0.27
Si -2.6455 -1.8746 -0.9329  0.45
C -2.8364 -1.6415 -2.7947  -1.28
C -3.9339 -0.8740 -0.0162  -0.95
C -2.9210 -3.6715 -0.5267  -1.17
C 0.6950 -2.4760 -2.2669  0.44
C 0.1885 -3.6913 -2.7282  -0.45
C 0.2826 -4.0283 -4.0696  -0.74
C 0.8736 -3.1452 -4.9639  -0.57
C 1.3812 -1.9357 -4.5116  -0.78
C 1.3013 -1.6024 -3.1663  -0.58
C 0.5841 -3.4323 0.4393  0.63
C 1.6080 -4.3484 0.2073  -0.79
C 1.7705 -5.4428 1.0441  -0.79
C 0.9075 -5.6311 2.1147  -0.66
C -0.1125 -4.7208 2.3544  -1.09
C -0.2708 -3.6239 1.5221  -0.56
C 1.3123 -0.9522 2.7873  -0.01
C 2.4052 -1.7859 3.0262  -0.43
C 2.4128 -2.6271 4.1256  -0.76
C 1.3338 -2.6302 5.0029  -0.52
C 0.2467 -1.8014 4.7722  -0.85
C 0.2317 -0.9671 3.6606  -0.49
C 2.7301 1.1893 1.5875  0.23
C 3.0788 1.6272 2.8638  -0.71
C 4.1204 2.5272 3.0336  -0.69
C 4.8191 2.9922 1.9272  -0.56
C 4.4821 2.5518 0.6545  -0.68
C 3.4424 1.6500 0.4830  -0.40
H -2.6762 3.6558 1.9070  0.52
H -2.8253 1.9833 1.3505  0.21
H -2.3860 3.2842 0.2201  0.21
H -0.6575 3.8909 3.7234  0.44
H 0.8769 3.0225 3.7070  0.30
H -0.6248 2.1578 4.0624  0.31
H 0.1964 4.7983 0.6631  0.47
H 0.6791 3.4854 -0.4201  0.19
H 1.6308 3.8283 1.0191  0.27
H -2.0998 -0.9354 -3.1915  0.34
H -3.8374 -1.2965 -3.0683  0.45
H -2.6574 -2.5791 -3.3247  0.32
H -3.6903 0.1883 -0.0056  0.09
H -3.9842 -1.1970 1.0260  0.26
H -4.9281 -0.9947 -0.4531  0.39
H -2.2750 -4.3422 -1.0948  0.28
H -3.9569 -3.9246 -0.7708  0.44
H -2.7652 -3.8746 0.5335  0.30
H -0.2767 -4.3833 -2.0362  0.34
H -0.1042 -4.9780 -4.4167  0.42
H 0.9421 -3.4036 -6.0130  0.39
H 1.8436 -1.2446 -5.2045  0.47
H 1.7018 -0.6624 -2.8092  0.29
H 2.2855 -4.2016 -0.6253  0.51
H 2.5671 -6.1511 0.8567  0.45
H 1.0312 -6.4889 2.7638  0.41
H -0.7811 -4.8609 3.1940  0.46
H -1.0605 -2.9067 1.7049  0.84
H 3.2480 -1.7774 2.3434  0.44
H 3.2593 -3.2777 4.3038  0.43
H 1.3428 -3.2829 5.8669  0.40
H -0.5931 -1.8055 5.4559  0.39
H -0.6164 -0.3255 3.4549  0.53
H 2.5403 1.2571 3.7287  0.56
H 4.3904 2.8612 4.0273  0.43
H 5.6343 3.6924 2.0592  0.38
H 5.0317 2.9090 -0.2068  0.45
H 3.1719 1.2873 -0.5018  0.34
N -2.1006 1.5298 -1.7338  -0.65
C -1.6214 2.6162 -2.6079  -0.32
C -0.2560 2.2590 -3.1893  0.46
O 0.1132 2.7313 -4.2369  -0.69
O 0.4525 1.4505 -2.4335  -0.94
H -2.5005 0.7812 -2.2921  0.07
H -2.8287 1.8505 -1.1062  0.27
H -1.4860 3.5105 -1.9961  0.25
H -2.3175 2.8480 -3.4126  0.43

=====

2.
This record from the OMol25 dataset describes C33H42Li2O17S as an isolated structure in a non-equilibrium geometry. The level of theory is ωB97M-V/def2-TZVPD.

Output
2S+1: 1
Net charge: 0
E_tot, eV: -80947.3573
Energy above the lowest of the compared OMol25 structures with the same formula, charge and spin, kcal/mol: 73.25

Last column: Mulliken charge in e.
Positions of all 95 atoms, in Å:
Li 1.2179 -2.3784 -0.4415  0.66
Li 0.6009 2.2396 3.1185  0.73
S 0.2369 0.4186 0.4975  0.52
O 1.3379 1.0176 -0.1635  -0.67
O -1.0251 0.8236 -0.2065  -0.62
O 0.2959 -1.0464 0.5805  -0.53
O 0.1669 0.8606 1.9065  -0.18
C 2.5679 4.3936 1.6225  -0.79
O 1.7839 3.2616 1.4655  -0.21
H 3.6129 4.1226 1.9195  0.30
H 2.3179 5.0666 2.3775  0.32
H 2.4079 5.1256 0.6655  0.15
H 1.8609 2.9406 0.4645  0.20
C -3.6161 2.9846 0.4485  -0.58
O -2.2981 2.7846 1.0005  -0.43
H -3.5071 3.5626 -0.5945  0.00
H -4.0891 3.6116 1.0905  0.36
H -4.0901 2.0166 0.3435  0.28
H -1.9221 2.0666 0.4905  0.26
C 1.4889 -3.9134 1.5455  -0.26
O 0.9359 -4.1894 0.3315  -0.18
H 2.2869 -4.6474 1.9475  0.41
H 0.6249 -3.7514 2.3975  0.14
H 2.0749 -3.0084 1.5575  -0.10
H 1.2809 -5.0424 0.2945  0.19
C -1.0551 0.7696 6.4225  -0.89
C -2.2051 1.3956 7.0365  -0.67
C -3.2511 1.9236 6.2685  0.56
C -3.1721 1.7586 4.8795  -0.67
C -2.0361 1.2506 4.1835  0.14
C -0.8871 0.8216 5.0085  0.24
O 0.0429 0.1176 4.4065  -0.65
O -4.0651 2.7276 6.8315  -0.51
H -0.2411 0.4536 7.1205  0.32
H -2.3941 1.5186 7.9705  0.66
H -3.8871 2.0896 4.1265  0.28
H -2.1031 1.3456 3.0945  0.33
H -0.1901 0.0646 3.3975  0.46
H -4.5661 3.1176 6.1125  0.30
C -2.0941 -4.6994 -1.0015  -0.57
C -2.3871 -6.0314 -0.6095  -0.36
C -2.8731 -6.4274 0.7015  0.36
C -2.7171 -5.2214 1.6695  -0.66
C -2.3461 -3.9124 1.2855  -0.33
C -1.9821 -3.6324 -0.0385  0.27
O -1.7431 -2.3434 -0.4105  -0.20
O -3.2241 -7.6354 1.0165  -0.49
H -1.8571 -4.2534 -2.0745  0.21
H -2.3141 -6.6974 -1.4055  0.37
H -2.6961 -5.5244 2.6975  0.35
H -2.4041 -3.2094 2.0665  0.60
H -0.9991 -1.7774 0.1545  0.25
H -3.0201 -8.1264 0.2745  0.29
C 3.7299 -1.1874 0.6005  -0.37
C 4.8429 -1.7054 1.1775  -0.70
C 5.8829 -2.4004 0.4305  0.33
C 5.6999 -2.5434 -0.9795  -0.54
C 4.5169 -2.0124 -1.5575  -1.08
C 3.6219 -1.2894 -0.7905  0.05
O 2.6019 -0.5924 -1.4405  -0.62
O 6.9619 -3.0474 0.9985  -0.49
H 3.0549 -0.6084 1.1345  0.79
H 4.8269 -1.7324 2.2095  0.53
H 6.3769 -2.9554 -1.6065  0.46
H 4.3819 -2.0814 -2.5015  0.81
H 2.1609 0.1756 -0.8825  0.43
H 7.5139 -3.1534 0.3635  0.25
C -1.9451 -1.2224 -5.5675  -0.34
C -2.5341 -0.7294 -4.2565  -0.69
C -1.7131 -0.0274 -3.3205  0.20
C -0.3601 0.1156 -3.4995  0.17
C 0.1749 -0.3994 -4.7305  -1.10
C -0.6391 -1.0804 -5.7395  0.37
O -0.1711 -1.4744 -6.9905  -0.55
O -2.3881 0.5366 -2.2395  -0.61
H -2.9291 -1.8224 -6.1435  0.14
H -3.4131 -0.8084 -3.8135  0.59
H 0.1889 0.7326 -2.9325  0.53
H 1.0859 -0.1604 -5.1655  0.52
H 0.7239 -1.7484 -6.9745  0.31
H -1.8691 0.5666 -1.4205  0.46
C -0.9331 4.3716 -2.7545  -0.62
C -0.1271 3.5986 -2.0705  0.34
C 1.3249 3.7206 -2.2305  -0.17
C 1.7969 4.6166 -3.0835  -0.05
C 1.0429 5.4586 -3.8535  -0.61
C -0.3421 5.3476 -3.6605  0.62
O -1.1751 6.2266 -4.4485  -0.53
O 2.1539 2.9656 -1.3265  -0.81
H -1.9701 4.6066 -2.5335  0.09
H -0.5091 2.8846 -1.4245  0.65
H 3.0419 4.7936 -3.0575  0.08
H 1.4219 6.2806 -4.6105  0.27
H -1.9121 6.5186 -4.1075  0.27
H 1.9139 2.0866 -1.0485  0.66

=====

Q: Look up the net charge of the first one.
A: 0